{"formula": "C6H5NOS", "method": "the ωB97M-V functional and the def2-TZVPD basis", "total_charge": 0, "lumo_energy_ev": -0.1, "homo_ha": -0.263, "molar_mass_g_mol": 139.18, "relative_energy_kj_mol": 315.7, "homo_lumo_gap_ev": 7.04, "energy_ev": -20671.0407, "elements": ["C", "C", "C", "C", "C", "C", "N", "O", "S", "H", "H", "H", "H", "H"], "xyz": [[-0.796274, -0.497336, -0.157402], [-0.779370, 1.939580, 0.182304], [-1.440226, 0.809459, -0.043779], [0.619656, -0.388354, -0.218820], [1.796388, -1.217776, -0.006526], [2.897583, -0.473637, 0.161423], [1.031183, 0.960612, -0.330180], [-2.825595, 0.667974, -0.006045], [2.586936, 1.244947, 0.038939], [-1.596806, -1.150782, -0.363578], [-0.796588, 3.039132, 0.047576], [1.768252, -2.333633, 0.008452], [3.899306, -0.797109, 0.403669], [-3.337180, 1.467753, -0.136263]], "atomic_forces_ev_per_a": [[0.855, 2.893, -0.102], [3.202, 0.214, -0.576], [-0.805, -1.992, 0.299], [-0.796, 1.869, 0.099], [-0.991, -1.097, -0.423], [0.618, 0.894, 0.345], [-4.407, -0.023, 0.421], [0.550, -0.159, -0.079], [1.104, -1.003, 0.354], [0.262, -1.878, -0.195], [0.077, -1.248, -0.132], [0.038, 1.231, 0.129], [-0.043, -0.131, -0.136], [0.335, 0.430, -0.005]], "mulliken_charge": [-0.742, -0.497, 0.744, 0.561, -0.768, -0.137, -0.318, -0.480, -0.017, 0.347, 0.319, 0.296, 0.374, 0.318]}